120
Properties=species:S:1:pos:R:3:forces:R:3 method="wB97M-V/def2-TZVPD" lumo_ev=-1.68 charge=0 homo_lumo_gap_ev=4.729 e_above_lowest_kj_mol=0.0
C 2.4506 0.1969 -2.1571 -0.019 -0.229 -0.211
C 2.7767 0.7639 -0.7846 -0.274 -0.434 0.474
C 3.0998 -0.3659 0.1965 0.011 -0.396 0.055
C 4.0614 1.6027 -0.9361 -0.013 0.298 -0.018
C 1.6275 1.6380 -0.2222 -0.372 -0.243 0.306
C 1.9900 2.4672 0.8462 0.143 0.463 -0.335
C 1.2172 3.5532 1.2030 -0.355 -0.016 0.250
C 0.0938 3.8736 0.4416 0.379 0.235 -0.383
C -0.3421 3.0448 -0.5978 -0.213 -0.249 0.218
C -1.3452 3.5754 -1.6657 -0.346 -0.074 0.649
C -2.6276 2.7579 -1.7634 -0.450 -0.141 -0.124
C -0.6699 3.6057 -3.0385 0.293 0.020 0.025
C -1.7672 5.0126 -1.3365 0.121 0.213 0.017
C 0.2797 1.7624 -0.6992 0.799 0.629 0.765
N -0.5323 0.6016 -1.0175 -0.816 -0.860 -1.186
C -1.3579 -0.0527 -0.1000 0.634 0.156 -0.342
C -1.5678 0.2919 1.2554 1.180 -1.357 1.124
C -1.3636 -0.7498 2.2344 -0.485 0.212 -0.919
C -0.2923 -1.6861 2.0472 -0.257 0.148 0.043
C -0.4209 -2.9698 2.5355 -0.763 -0.072 0.400
C -1.5358 -3.2704 3.3646 0.272 0.064 -0.821
N -2.0916 -4.5777 3.2858 -0.249 -1.247 0.405
O -3.2058 -4.7678 3.8318 1.688 -0.199 -0.813
O -1.4852 -5.4502 2.6187 -1.053 0.993 1.128
C -2.3705 -2.2564 3.8698 0.333 0.211 -0.528
C -2.2889 -1.0196 3.2773 0.152 0.026 0.686
N -2.0433 -1.0402 -0.8079 0.447 1.127 -0.690
C -2.7964 -2.1617 -0.2792 -0.936 -0.771 0.271
C -4.0316 -1.9640 0.4212 0.044 0.116 0.215
C -5.0475 -0.8208 0.1363 0.272 0.109 0.704
C -6.3603 -1.0460 0.8976 -0.179 -0.044 0.051
C -5.3740 -0.8314 -1.3555 0.056 -0.282 -0.129
C -4.5231 0.5403 0.5358 0.037 0.665 -0.138
C -4.4656 -3.0003 1.2637 -0.105 -0.363 -0.199
C -4.0920 -4.3162 0.9918 -0.034 0.240 -0.410
C -3.1838 -4.5373 -0.0369 -0.060 -0.234 0.587
C -2.3655 -3.4955 -0.5145 0.024 0.006 0.033
C -1.0963 -3.9772 -1.2669 -0.150 -0.252 0.076
C -0.6762 -5.3698 -0.7565 0.089 -0.384 0.173
C 0.1298 -3.1037 -1.0597 0.474 0.354 0.039
C -1.4310 -4.1223 -2.7493 0.001 -0.031 -0.314
C -1.7780 -0.8429 -2.1654 0.429 -0.427 0.458
C -0.8030 0.0746 -2.2863 -0.109 0.410 -0.019
H 2.1138 0.9956 -2.8310 0.022 -0.168 0.052
H 3.3556 -0.2527 -2.5900 -0.249 0.077 0.074
H 1.6882 -0.5856 -2.0983 0.079 0.119 -0.068
H 3.3679 0.0308 1.1843 -0.085 -0.108 -0.204
H 2.2460 -1.0447 0.3159 0.179 0.121 -0.028
H 3.9505 -0.9547 -0.1754 -0.172 0.095 0.095
H 4.4112 2.0047 0.0196 -0.052 -0.039 -0.217
H 4.8690 0.9779 -1.3386 -0.236 0.005 0.068
H 3.9156 2.4363 -1.6312 -0.024 -0.029 0.116
H 2.9266 2.2787 1.3755 -0.262 0.131 -0.295
H 1.5103 4.2082 2.0246 -0.149 -0.263 -0.134
H -0.4176 4.8029 0.6840 0.181 -0.294 -0.305
H -3.1142 2.6488 -0.7865 0.096 0.069 -0.172
H -3.3266 3.2809 -2.4340 0.097 -0.140 0.181
H -2.4619 1.7670 -2.1936 -0.106 0.141 0.140
H 0.2897 4.1301 -2.9728 -0.081 -0.084 -0.113
H -0.4985 2.5972 -3.4228 0.061 0.105 0.009
H -1.3104 4.1425 -3.7492 0.109 -0.147 0.093
H -0.8923 5.6582 -1.1876 -0.234 -0.065 0.008
H -2.3376 5.4324 -2.1792 0.063 -0.211 0.286
H -2.3988 5.0377 -0.4381 0.139 0.111 -0.163
H -2.1433 1.1799 1.4915 0.159 -0.384 -0.520
H 0.5574 -1.3582 1.4381 -0.401 -0.315 0.257
H 0.2349 -3.7974 2.2651 -0.069 0.334 -0.020
H -3.1244 -2.5037 4.6132 0.045 0.117 -0.333
H -2.9927 -0.2582 3.5768 0.008 -0.257 -0.186
H -6.1941 -1.0018 1.9819 -0.143 -0.029 -0.220
H -7.0805 -0.2565 0.6372 0.269 -0.118 0.045
H -6.8202 -2.0082 0.6357 0.108 0.186 0.146
H -4.4893 -0.6014 -1.9534 -0.076 -0.002 -0.054
H -5.7487 -1.8219 -1.6370 0.063 0.131 -0.109
H -6.1494 -0.0909 -1.5806 0.117 -0.062 0.051
H -3.6002 0.7514 -0.0006 -0.275 0.100 0.119
H -5.2465 1.3270 0.2753 0.039 -0.169 0.097
H -4.3206 0.6034 1.6116 -0.082 -0.049 -0.193
H -5.1729 -2.8362 2.0899 0.184 0.070 -0.801
H -4.5609 -5.1536 1.5256 0.321 0.454 -0.247
H -3.0452 -5.5724 -0.3656 0.239 0.585 0.261
H -1.3266 -6.1603 -1.1480 0.132 0.099 0.161
H 0.3419 -5.6060 -1.0958 -0.255 0.124 -0.043
H -0.6784 -5.4186 0.3402 -0.055 -0.008 -0.244
H 0.0821 -2.1725 -1.6214 0.067 0.012 0.142
H 0.2724 -2.8837 0.0035 -0.009 -0.050 -0.328
H 1.0245 -3.6370 -1.4134 -0.245 0.121 0.045
H -1.6009 -3.1534 -3.2202 0.042 -0.210 -0.054
H -0.6078 -4.6143 -3.2794 -0.072 0.041 0.043
H -2.3346 -4.7295 -2.8749 0.138 0.065 -0.025
H -2.2898 -1.4012 -2.9250 0.092 -0.132 0.045
H -0.2536 0.3715 -3.1676 -0.279 0.178 0.159
C -6.0247 7.4437 2.1089 0.502 -0.161 -0.062
C -6.0622 6.1072 2.5237 -0.110 -0.148 -0.040
C -4.8961 5.3405 2.5090 0.104 0.677 -0.198
C -3.6779 5.9233 2.1579 -0.577 0.726 0.361
C -3.6277 7.2410 1.7151 0.017 -0.028 0.022
C -4.8076 7.9938 1.6642 -0.023 -0.354 0.099
C -2.5825 4.9686 2.4672 1.387 0.315 -0.993
O -1.4113 5.2640 2.7168 -1.598 -0.550 -0.480
C -3.2274 3.6406 2.5906 0.745 -2.318 -0.279
C -2.4626 2.4535 2.7632 0.110 5.188 2.432
C -2.5486 1.9373 4.1420 -0.888 -1.733 0.636
C -3.7516 1.5273 4.7577 -0.100 0.045 0.054
C -3.7825 1.2055 6.1109 -0.030 0.418 -0.025
C -2.6596 1.4181 6.9129 0.289 -0.350 -0.221
C -1.4527 1.7720 6.3055 -0.192 0.184 0.018
C -1.3860 1.9788 4.9308 -0.272 0.422 -0.582
C -4.6748 3.8926 2.8137 -1.131 -0.536 0.532
O -5.5735 3.1196 3.1376 1.055 0.662 -0.546
H -6.9274 8.0669 2.1184 0.393 -0.391 -0.010
H -6.9890 5.6534 2.8577 0.038 0.031 -0.063
H -2.6688 7.6342 1.3928 -0.139 0.195 0.100
H -4.7871 9.0151 1.2860 0.039 -0.233 0.126
H -1.4207 2.6311 2.4511 -0.440 -0.247 0.022
H -4.6896 1.5065 4.1926 0.583 -0.203 0.124
H -4.7151 0.8452 6.5487 0.250 0.212 -0.080
H -2.7168 1.2809 7.9940 0.061 -0.052 -0.338
H -0.5576 1.9366 6.8999 -0.160 -0.107 -0.047
H -0.4789 2.3426 4.4478 0.007 -0.305 0.251


19
Properties=species:S:1:pos:R:3:forces:R:3 method="wB97M-V/def2-TZVPD" lumo_ev=0.26 charge=0 smiles=CCSS.O.O.O homo_lumo_gap_ev=8.854 e_above_lowest_kj_mol=84.8
C 2.6725 1.1515 -1.1659 0.231 0.213 0.003
C 3.0217 0.0013 -0.2654 0.203 -0.749 0.820
S 2.8758 0.2524 1.5309 -0.575 0.223 -0.022
S 0.7902 0.4291 1.6247 0.094 -0.330 0.024
H 3.1296 0.9869 -2.1371 0.091 0.063 -0.185
H 3.0476 2.0941 -0.7493 -0.062 -0.203 -0.136
H 1.6110 1.2404 -1.3270 -0.415 0.073 0.095
H 4.0716 -0.2581 -0.3075 0.488 0.127 -0.235
H 2.5330 -0.9597 -0.4658 -0.240 0.402 -0.318
H 0.6773 1.4245 2.5105 0.231 0.174 -0.056
O -2.2316 0.0553 3.6964 0.106 -0.231 0.237
H -2.2936 0.7711 3.0589 -0.039 0.190 0.177
H -2.0012 0.4317 4.5591 -0.091 0.034 -0.506
O -2.1170 -1.3790 0.6044 -0.418 0.091 -0.054
H -1.6430 -1.2717 1.4349 0.181 -0.097 -0.020
H -1.4874 -1.6578 -0.0635 0.211 0.022 0.166
O -4.1359 -0.9945 -4.5491 0.132 -0.372 0.252
H -4.6867 -0.5295 -3.9112 0.024 -0.014 -0.017
H -3.8339 -1.7882 -4.0781 -0.154 0.385 -0.224


42
Properties=species:S:1:pos:R:3:forces:R:3 method="wB97M-V/def2-TZVPD" lumo_ev=-0.21 charge=0 smiles=FC(F)(F)c1csc(-n2nnc3ccc(NCC4CCNCC4)nc32)n1 homo_lumo_gap_ev=8.299 e_above_lowest_kj_mol=211.3
F 2.5710 6.3543 4.9327 1.735 0.528 -0.711
C 3.5004 5.8728 4.0378 0.257 -2.564 0.620
F 3.9296 6.7136 3.1314 -0.937 0.987 0.006
F 4.6725 5.4796 4.6719 -1.313 0.637 0.469
C 2.8712 4.6234 3.4634 -0.331 -2.115 -0.646
C 2.0650 3.6973 4.1095 1.395 2.300 0.026
S 1.7373 2.3780 3.1303 -0.039 -0.900 -0.827
C 2.7535 3.0690 1.8719 0.389 -0.364 0.225
N 3.0422 2.4316 0.6231 -1.676 -2.035 -1.424
N 3.8205 2.9640 -0.3677 0.669 1.008 -1.777
N 3.5984 2.4615 -1.5936 -1.002 0.526 5.091
C 2.5762 1.5471 -1.3559 1.118 -0.554 -2.040
C 2.0300 0.6616 -2.3039 -0.092 -0.007 1.348
C 1.1932 -0.2731 -1.7342 -1.087 -1.033 -1.885
C 0.8241 -0.3560 -0.3800 0.082 -0.244 0.864
N -0.1478 -1.2784 0.1854 1.965 0.763 -2.080
C -0.4647 -2.5784 -0.4923 -1.352 2.172 -1.163
C -2.0409 -2.7315 -0.5724 0.170 0.745 -0.910
C -2.6694 -1.5604 -1.3823 1.063 -1.214 -0.977
C -4.1439 -1.7568 -1.8230 2.112 -0.864 -1.256
N -4.1757 -3.0817 -2.4891 -2.027 -0.019 -0.156
C -4.0094 -4.0920 -1.4749 1.980 -0.414 0.433
C -2.4815 -4.0462 -1.1428 -0.328 0.227 -1.720
N 1.4421 0.5067 0.4380 -1.930 -1.304 2.451
C 2.2577 1.3926 -0.0070 1.205 2.060 -1.465
N 3.2755 4.1735 2.2367 0.532 1.395 -0.787
H 1.8774 3.8089 5.1566 -0.768 -0.352 0.258
H 2.2156 0.6220 -3.3949 0.103 0.351 1.004
H 0.7802 -0.9308 -2.4898 -0.322 -0.322 0.408
H -0.1374 -1.2531 1.1865 0.084 -0.106 0.308
H -0.0750 -2.5068 -1.5383 -0.593 0.179 0.654
H 0.0961 -3.4152 -0.1483 0.096 -0.775 1.107
H -2.5141 -2.7778 0.3861 0.148 0.560 1.211
H -1.9614 -1.5572 -2.3322 -1.630 0.799 1.582
H -2.6743 -0.6869 -0.7879 0.869 1.354 0.305
H -4.2998 -1.0137 -2.6005 -0.477 0.277 0.168
H -4.8924 -1.6394 -0.9965 0.646 -0.441 -0.842
H -3.4476 -3.2595 -3.2239 -0.997 0.938 1.065
H -4.1795 -5.0915 -1.8979 -0.451 0.217 0.320
H -4.6034 -3.9193 -0.5312 0.273 -0.106 -1.226
H -1.9611 -4.2464 -2.1301 -0.240 -0.234 1.177
H -2.2504 -4.7054 -0.3707 0.701 -2.057 0.794


7
Properties=species:S:1:pos:R:3:forces:R:3 method="wB97M-V/def2-TZVPD" lumo_ev="-0.56 / -5.51" charge=0 homo_lumo_gap_ev="7.611 / 3.827" multiplicity=3 e_above_lowest_kj_mol=123.0
O -0.8232 -1.3585 0.0148 -0.785 0.812 0.742
O -0.3399 1.0342 -0.8422 -2.198 -0.397 2.353
P -0.4470 0.1336 0.5575 5.877 -1.846 -6.879
S -1.1748 0.5849 2.2587 -2.657 0.986 2.573
Cl 2.3433 0.2073 -0.3319 -0.448 -0.072 0.097
H -0.2040 -1.7207 -0.6637 -0.175 0.765 0.690
H 0.6455 1.1192 -0.9931 0.386 -0.248 0.422


68
Properties=species:S:1:pos:R:3:forces:R:3 method="wB97M-V/def2-TZVPD" lumo_ev="-0.13 / -2.45" charge=0 homo_lumo_gap_ev="8.000 / 6.209" multiplicity=3 e_above_lowest_kj_mol=0.0
Pd -1.2811 0.9658 1.3485 1.204 0.375 0.497
N -2.0191 0.0333 3.5523 -0.006 0.008 -0.298
C -3.4657 -0.2225 3.3930 -0.110 -0.112 -0.049
C -3.7537 -1.1173 2.1753 0.205 0.121 0.004
C -2.8133 -0.7572 1.0328 -0.967 -0.964 -0.361
O -1.7312 -1.4157 0.9650 -0.123 0.060 0.263
O -3.1321 0.1570 0.2307 -0.077 0.409 0.019
H -1.5363 -0.8501 3.6847 0.123 0.064 -0.007
H -1.8504 0.6141 4.3641 0.029 0.001 0.003
H -3.9620 0.7404 3.2696 0.042 -0.002 -0.016
H -3.8826 -0.7164 4.2764 -0.019 0.146 0.019
H -4.7858 -0.9769 1.8603 -0.010 -0.006 0.030
H -3.5866 -2.1649 2.4255 -0.011 0.013 0.030
F -4.2567 5.3054 -2.5704 -0.036 -0.004 -0.040
C -3.4387 4.8216 -1.6414 0.061 -0.025 0.141
C -2.0882 5.1229 -1.6837 0.022 0.071 -0.091
F -1.6281 5.9052 -2.6598 0.061 -0.004 -0.056
C -1.2255 4.6209 -0.7249 -0.200 -0.364 0.163
F 0.0745 4.9059 -0.8137 0.082 0.095 -0.070
C -1.6840 3.8133 0.3135 -0.466 0.280 -0.093
S -0.6373 3.2113 1.5896 -0.352 -0.314 -0.023
C -3.0658 3.5672 0.3503 0.495 0.032 0.225
F -3.5603 2.8736 1.3827 -0.217 0.012 -0.144
C -3.9348 4.0345 -0.6130 0.122 0.012 -0.020
F -5.2334 3.7561 -0.5491 -0.073 0.025 -0.003
F 5.9965 1.9462 -2.7697 -0.047 0.032 0.062
C 5.7411 2.2132 -1.4716 0.204 0.043 -0.093
F 5.8064 3.5440 -1.3209 -0.076 -0.049 0.006
F 6.7644 1.6842 -0.7700 -0.101 0.005 0.010
C 4.4194 1.6378 -1.0496 -0.014 0.029 0.014
C 3.3420 2.4520 -0.7454 0.157 -0.034 -0.040
C 2.1344 1.8734 -0.3789 -0.144 -0.031 -0.006
C 2.0038 0.4923 -0.3143 -0.188 0.208 0.184
C 3.0974 -0.3153 -0.6281 0.054 0.001 -0.026
C 4.3011 0.2529 -0.9959 -0.045 0.009 0.011
P 0.3897 -0.2706 0.1522 0.624 -0.010 -0.464
C 1.0111 -1.6421 1.1712 -0.141 0.056 0.136
C 1.8249 -1.2585 2.2394 -0.032 -0.022 -0.038
C 2.2917 -2.1995 3.1361 -0.040 -0.062 -0.037
C 1.9298 -3.5322 2.9713 0.021 0.045 0.025
C 1.1032 -3.9203 1.9293 0.089 -0.040 0.070
C 0.6375 -2.9716 1.0316 -0.034 0.078 -0.033
C 2.4098 -4.5197 3.9945 0.050 -0.135 0.238
F 1.8332 -4.2932 5.1966 0.013 0.006 -0.102
F 2.1379 -5.7916 3.6667 -0.010 0.071 -0.067
F 3.7392 -4.4334 4.1930 -0.062 0.023 -0.073
C -0.1385 -0.8597 -1.4862 -0.207 0.037 0.164
C -1.1461 -0.1277 -2.1109 -0.009 -0.062 0.019
C -1.6240 -0.5221 -3.3469 0.096 -0.090 -0.080
C -1.0783 -1.6408 -3.9628 -0.047 -0.012 0.013
C -0.0413 -2.3457 -3.3718 -0.028 -0.008 -0.063
C 0.4297 -1.9536 -2.1292 -0.008 0.048 0.061
C -1.6357 -2.0687 -5.2911 -0.021 -0.042 -0.210
F -1.2459 -1.2421 -6.2833 -0.014 -0.019 0.069
F -2.9817 -2.0636 -5.2918 0.065 0.036 0.038
F -1.2479 -3.3072 -5.6410 0.033 0.055 0.066
H 3.4459 3.5275 -0.7802 -0.025 0.003 -0.019
H 1.2910 2.5055 -0.1291 0.049 0.003 0.022
H 3.0113 -1.3925 -0.5761 0.046 -0.023 0.024
H 5.1543 -0.3699 -1.2299 -0.005 -0.022 -0.016
H 2.0727 -0.2112 2.3705 0.117 -0.026 0.006
H 2.9314 -1.9107 3.9594 -0.016 0.027 0.014
H 0.8172 -4.9576 1.8283 -0.018 -0.004 -0.018
H -0.0522 -3.2582 0.2514 0.010 -0.027 -0.030
H -1.5843 0.7211 -1.6028 -0.065 -0.035 -0.036
H -2.4294 0.0122 -3.8322 -0.010 0.062 0.059
H 0.3851 -3.2000 -3.8788 0.002 -0.020 0.041
H 1.2305 -2.5105 -1.6611 0.001 -0.029 -0.024


39
Properties=species:S:1:pos:R:3:forces:R:3 method="wB97M-V/def2-TZVPD" lumo_ev="0.08 / -1.67" charge=0 homo_lumo_gap_ev="6.788 / 5.462" multiplicity=4 e_above_lowest_kj_mol=0.0
C -0.4922 0.7569 -0.9969 3.769 -1.410 -1.108
C 0.1136 -0.7874 -3.6519 -4.879 0.100 -3.101
C 0.9557 0.4601 -1.6122 -1.737 4.115 3.077
H -0.5910 1.8340 -0.7971 0.147 -0.237 0.052
C 1.3785 -0.0325 -4.2221 -0.284 1.614 -4.099
H -0.1533 -1.6987 -4.2313 0.459 0.403 -0.058
H 1.6550 0.1216 -0.8060 -0.189 0.483 0.127
H 1.6341 -0.2723 -5.2610 -0.245 -0.053 0.137
C 1.6132 1.6330 -2.3628 0.642 0.365 0.224
H 2.6882 1.6886 -2.0728 -0.525 -0.052 -0.182
H 1.1967 2.5993 -2.0472 0.031 -0.093 -0.116
C -1.6028 0.2378 -1.9413 -0.740 0.351 0.129
H -2.4275 0.9700 -1.9125 0.109 -0.109 -0.311
H -2.0680 -0.6904 -1.5561 0.444 0.522 -0.122
C -1.1995 -0.0096 -3.4054 -0.443 -0.264 -0.316
H -1.2402 0.9438 -3.9648 0.339 -0.324 0.172
H -2.0156 -0.6236 -3.8355 0.296 0.385 0.117
C 1.5206 1.4375 -3.8939 -0.237 0.955 -0.202
H 0.7001 2.0652 -4.2931 0.145 -0.277 0.067
H 2.4430 1.8451 -4.3506 -0.416 -0.302 -0.011
V 1.5714 -0.8713 -2.6555 5.827 -5.389 4.616
H -2.0741 1.1691 0.1060 -0.653 -0.835 1.173
S -0.9780 -2.8149 0.7943 0.207 -0.358 -1.281
C -0.5331 -3.9342 -0.4597 0.756 0.249 -0.846
C 0.1021 -3.3091 -1.5363 -0.960 -0.226 1.151
C 0.1714 -1.8799 -1.3633 -0.832 -1.317 1.055
C -0.4376 -1.4985 -0.1726 0.080 0.166 -0.253
C -0.5157 -0.0540 0.3403 -0.874 0.503 -1.383
C 0.5642 0.0430 1.3466 0.969 0.733 1.436
C 0.3428 0.4646 2.6195 0.869 -0.881 -1.388
C -0.9391 0.9330 3.0223 -1.838 0.565 -0.062
C -1.9407 1.0143 2.0933 1.211 0.025 1.597
N -1.7802 0.5006 0.8387 -0.944 0.240 -0.669
H -0.7310 -5.0007 -0.3641 0.111 0.348 0.119
H 0.4934 -3.8282 -2.4150 -0.261 0.045 0.387
H 1.5436 -0.3292 1.0355 -0.314 0.213 0.314
H 1.1481 0.4380 3.3513 -0.085 0.010 -0.208
H -1.0907 1.2639 4.0441 -0.119 0.032 -0.210
H -2.8832 1.5285 2.2848 0.167 -0.295 -0.024